# 1
Here is a cluster of 2 separate species, C23H33N3O3 in total from the Open Molecules 2025 dataset. Energies are from ωB97M-V/def2-TZVPD.

```
62
Properties=species:S:1:pos:R:3:lowdin_charge:R:1
C 3.444 5.091 -5.478 -0.049
H -1.789 1.108 -0.088 0.117
H -0.887 -4.611 1.673 0.092
C -1.211 -5.418 -0.276 -0.044
C 0.574 2.180 -3.110 0.000
H -2.260 3.962 0.468 0.066
H -3.611 -2.319 2.069 0.147
C -2.612 -2.744 2.166 -0.164
C 1.171 3.442 -3.088 -0.260
H 1.338 -1.550 -1.421 0.096
H -3.087 -5.323 5.287 0.083
C -1.728 -4.278 4.007 -0.535
C 4.058 4.496 -3.129 -0.043
H 2.407 5.763 -3.735 0.131
H 1.323 5.282 -1.941 0.104
C 2.902 4.847 -4.073 -0.430
H 4.539 3.567 -3.449 0.090
H -1.553 -1.169 3.217 0.123
O -3.235 -3.460 -0.030 0.044
O -0.658 -4.578 3.501 0.029
C 0.787 -2.166 2.381 -0.044
C -0.260 1.753 -2.072 -0.024
C -0.701 2.083 1.477 -0.055
C -1.428 2.118 0.135 -0.429
H -2.139 -5.686 -0.785 0.083
C -0.287 -1.732 1.583 -0.230
H 2.626 5.347 -6.157 0.082
H 0.767 1.525 -3.953 0.116
H -0.715 -6.327 0.068 0.084
C 2.050 -2.397 1.807 -0.069
H 0.640 -2.348 3.435 0.103
C 1.185 -1.722 -0.365 -0.073
C 2.250 -2.170 0.435 -0.086
H 3.944 4.195 -5.856 0.086
H -0.707 0.764 -2.121 0.104
C -0.082 -1.509 0.207 -0.048
H 2.865 -2.750 2.423 0.097
C 0.900 4.287 -1.998 -0.013
H -2.150 -0.724 1.636 0.106
C 0.065 3.866 -0.957 -0.029
H -1.368 -5.621 5.619 0.087
H 4.805 5.295 -3.131 0.083
H -0.904 -1.192 -0.418 0.102
H 4.161 5.917 -5.474 0.083
H -2.105 -4.073 6.098 0.085
C -2.102 -4.863 5.349 0.006
H -0.560 -4.896 -0.979 0.081
H 3.701 4.367 -2.104 0.072
H -3.458 -3.313 4.012 0.142
N -1.496 -4.549 0.862 0.041
C -2.456 -3.618 0.903 -0.469
N -2.626 -3.453 3.463 0.117
C -1.663 -1.526 2.193 -0.086
N -2.571 3.025 0.220 0.038
H -1.370 1.704 2.254 0.072
O 1.967 3.760 -4.165 -0.041
H -0.364 3.081 1.769 0.074
C -0.524 2.591 -0.979 -0.210
H -0.127 4.541 -0.128 0.107
H 3.224 -2.340 -0.004 0.094
H -3.068 3.043 -0.670 0.082
H 0.170 1.423 1.416 0.081
```

Summary:
LUMO level in eV: 0.60
ΔE to the lowest compared entry with this formula, charge and spin in kcal per mole: 14.0
SMILES string: CNC(=O)[C@H](Cc1ccccc1)NC(C)=O.CC(C)Oc1ccc([C@@H](C)N)cc1
Total charge: 0
E in eV: -35000.4071
HOMO in eV: -8.09
Gap between HOMO and LUMO in eV: 8.7

---

# 2
Here is a cluster of 2 separate species, C4H9NO2 in total from the Open Molecules 2025 dataset. Energies are from ωB97M-V/def2-TZVPD.

```
16
Properties=species:S:1:pos:R:3:mulliken_spin:R:1
H -2.552 0.422 -1.186 0.078
N -0.380 1.095 0.423 -0.338
H 7.700 1.633 0.159 0.000
H -1.673 -2.227 0.199 0.002
C -2.260 -1.314 0.104 0.144
C -0.333 0.341 -0.670 0.131
O 0.275 -0.614 1.797 -0.092
O -1.667 -1.092 -2.102 0.994
H -2.375 -0.766 1.049 0.007
H -3.279 -1.657 -0.105 0.003
H 7.326 2.188 -0.149 0.000
H 0.649 1.307 2.252 0.007
C 0.214 0.551 1.577 0.036
H -0.229 0.988 -1.555 -0.020
H 0.427 -0.448 -0.734 0.001
C -1.841 -0.409 -1.060 0.047
```

Summary:
LUMO level (alpha / beta) in eV: -8.22 / -8.77
ΔE to the lowest compared entry with this formula, charge and spin in kcal per mole: 151.2
Total charge: +1
2S+1: 2
E in eV: -9864.6433
HOMO (alpha / beta) in eV: -15.62 / -15.82
Gap between HOMO and LUMO (alpha / beta) in eV: 7.4 / 7.0

---

# 3
Here is a structure of composition C37H30LaN6O7S from the Open Molecules 2025 dataset. Energies are from ωB97M-V/def2-TZVPD.

```
82
Properties=species:S:1:pos:R:3:lowdin_charge:R:1
H -5.698 -14.936 -13.196 0.111
C -0.869 -18.158 -7.316 -0.673
O -3.749 -15.933 -9.760 -0.317
C -3.624 -20.726 -11.941 -0.043
O -2.529 -13.855 -7.521 -0.066
C -2.306 -13.214 -8.790 -0.273
C -1.159 -17.209 -5.069 -0.001
H -7.479 -14.359 -11.377 0.093
C -9.917 -19.950 -6.363 -0.139
C -6.398 -16.264 -3.325 -0.138
C -5.791 -17.757 -11.312 -0.265
C -5.501 -16.914 -12.417 -0.010
S -1.509 -18.436 -8.842 0.638
C -7.736 -17.523 -4.518 -0.335
H -7.749 -19.015 -8.797 0.084
H -2.626 -11.047 -9.284 0.120
C -3.593 -21.905 -5.554 -0.050
C -7.596 -18.445 -6.709 -0.375
H -1.291 -11.318 -8.244 0.106
H -2.633 -11.413 -6.349 0.130
C 0.248 -17.130 -4.966 -0.073
H -9.988 -19.090 -4.334 0.096
H -3.756 -12.679 -10.332 0.142
C -3.965 -21.085 -8.220 -0.217
H -1.405 -13.683 -9.255 0.170
H -3.519 -23.236 -8.701 0.109
C -7.659 -16.132 -2.818 -0.143
H -3.879 -19.789 -5.231 0.106
N -6.552 -17.359 -10.324 0.078
C -4.132 -20.572 -9.615 -0.255
N -1.677 -17.712 -6.233 -0.198
La -4.429 -17.345 -8.108 2.033
C -2.305 -11.710 -8.436 -0.134
H -1.849 -16.870 -4.274 0.141
H -9.882 -20.084 -8.482 0.093
H -2.946 -21.095 -12.719 0.114
H -8.013 -16.040 -9.712 0.131
O -6.950 -13.839 -8.890 0.020
C -9.477 -19.083 -5.322 -0.031
C -3.874 -20.588 -5.950 -0.098
N -8.513 -16.929 -3.562 0.098
C -3.573 -13.501 -9.627 -0.096
C -3.523 -21.259 -10.650 -0.021
C -7.293 -16.258 -10.532 -0.107
N -4.159 -20.219 -7.212 0.086
O -6.421 -17.924 -6.813 -0.285
C -8.217 -19.022 -7.826 -0.023
H -4.059 -10.841 -7.319 0.120
H -3.350 -23.858 -6.320 0.096
C -9.363 -19.735 -7.596 -0.151
H 2.156 -17.561 -5.862 0.100
N -4.873 -19.484 -9.866 0.093
C -3.287 -11.631 -7.266 -0.146
H -4.581 -19.235 -13.207 0.119
C 1.080 -17.682 -5.992 -0.112
H -3.528 -22.157 -4.490 0.107
O -5.633 -15.206 -7.686 -0.186
H -4.146 -13.390 -6.275 0.155
H -5.122 -12.263 -8.689 0.126
C -6.007 -15.620 -12.415 -0.052
C -3.693 -22.448 -7.942 -0.008
C 0.563 -18.268 -7.095 -0.119
C -5.886 -14.189 -8.410 -0.640
H -5.500 -15.723 -2.972 0.094
C -4.684 -13.226 -8.493 -0.092
H -2.932 -22.151 -10.410 0.108
C -4.488 -19.685 -12.193 -0.010
H -8.074 -15.515 -2.036 0.085
H 0.719 -16.668 -4.111 0.084
C -8.223 -18.409 -5.449 -0.125
H 1.150 -18.629 -7.946 0.098
C -5.120 -19.058 -11.121 -0.192
H -10.701 -20.693 -6.157 0.085
H -9.425 -17.252 -3.330 0.123
O -2.968 -17.640 -6.458 -0.437
O -3.218 -14.783 -11.624 0.002
C -3.532 -22.826 -6.594 -0.079
H -4.856 -17.206 -13.241 0.104
C -3.786 -13.049 -7.251 -0.230
N -6.474 -17.151 -4.406 0.116
C -6.986 -15.287 -11.469 -0.036
C -3.497 -14.802 -10.405 -0.532
```

Summary:
LUMO level in eV: 2.06
Total charge: -1
E in eV: -73828.7705
HOMO in eV: -4.00
Gap between HOMO and LUMO in eV: 6.1

---

# 4
Here is a cluster of 2 separate species, C6H10NS2 in total from the Open Molecules 2025 dataset. Energies are from ωB97M-V/def2-TZVPD.

```
19
Properties=species:S:1:pos:R:3:lowdin_charge:R:1
C -2.696 -0.865 -1.285 -0.215
H 1.350 1.204 1.921 0.118
C -2.096 0.107 0.684 -0.336
H 2.891 0.225 -0.615 0.047
C 1.774 0.461 1.168 -0.236
H 0.267 -1.206 0.481 -0.133
N -1.823 -0.879 -0.181 -0.513
H 2.558 -1.288 0.659 0.084
H -1.455 0.271 1.578 0.128
H 2.864 1.795 -0.116 0.046
H 1.370 1.146 -0.864 0.079
H -2.601 -1.673 -1.902 0.099
C -3.575 0.107 -1.371 -0.296
H 1.804 -1.338 2.408 0.066
S -3.289 1.147 -0.005 1.124
S -0.626 -2.102 -0.036 0.936
C 2.262 0.969 -0.242 -0.064
C 2.105 -0.774 1.547 -0.060
H -4.074 0.228 -2.341 0.126
```

Summary:
LUMO level in eV: -4.63
ΔE to the lowest compared entry with this formula, charge and spin in kcal per mole: 35.5
Total charge: +1
E in eV: -29535.4069
HOMO in eV: -13.39
Gap between HOMO and LUMO in eV: 8.8